# C2H9N2O

2 unconnected molecules or ions with the total composition C2H9N2O at a distorted geometry (the ωB97M-V functional and the def2-TZVPD basis, OMol25).

Values from the calculation:
maximum force: 0.0303 hartree/bohr
net charge: +2
gap between HOMO and LUMO (spin up / spin down): 0.397 / 0.275 Ha
energy relative to the best compared isomer or geometry (same formula, charge and spin): 13.8 kcal per mole
multiplicity: 2
lowest unoccupied orbital energy (spin up / spin down): -9.32 / -12.63 eV

```
14
Properties=species:S:1:pos:R:3:forces:R:3:lowdin_charge:R:1
C 1.27472 1.08904 0.43939 1.17 -0.75 -0.70 -0.02
C 0.22125 0.15476 0.37345 1.19 -0.27 -0.15 0.10
N -0.14229 -0.40867 -0.92557 0.33 0.57 0.14 0.22
N 2.08780 1.22382 1.46692 -1.41 0.06 -0.50 0.29
H 1.68035 1.52929 -0.47663 -0.83 0.84 0.14 0.17
H -0.03069 -0.41240 1.25962 -0.59 -0.08 -0.08 0.16
H -0.06603 0.23672 -1.72404 0.10 0.25 0.20 0.20
H -1.14434 -0.77194 -0.96834 -0.62 -0.39 0.47 0.12
H 0.55836 -1.14499 -1.09992 -0.43 -0.38 -0.24 0.20
H 2.58637 2.11212 1.53459 0.75 -0.45 0.19 0.19
H 2.13365 0.49439 2.17647 -0.08 0.60 0.62 0.18
H -3.42315 -0.84447 -0.19107 0.06 -0.26 -0.30 0.10
H -2.97475 -2.07690 -1.04792 -0.53 -0.75 -0.13 0.08
O -2.76126 -1.18075 -0.81694 0.90 1.02 0.32 -0.01
```
Positions in Å, forces in eV/Å.